1.
This record from the OMol25 dataset describes a molecular structure, C41H43ClCrN7O4S. The level of theory is ωB97M-V/def2-TZVPD.

XYZ file:
```
98
Properties=species:S:1:pos:R:3:forces:R:3:lowdin_charge:R:1
Cr -1.6088 -0.6332 0.3204 -0.5 0.1 0.5 0.94
C 9.7542 6.8517 -1.3201 0.0 0.0 0.0 -0.06
O 9.6517 5.4326 -1.3689 0.0 0.0 0.0 -0.06
C 8.4390 4.8775 -1.2129 0.1 0.0 0.0 -0.27
C 7.2651 5.5937 -0.9849 0.0 0.0 0.0 0.01
C 6.0671 4.9144 -0.8437 0.0 0.0 0.0 -0.01
C 6.0167 3.5274 -0.9201 0.0 -0.1 0.0 -0.17
C 7.2024 2.8197 -1.1497 0.0 0.1 0.0 -0.02
C 8.3990 3.4801 -1.2942 -0.1 0.0 0.0 0.02
C 4.7339 2.8507 -0.7707 0.1 0.0 0.0 -0.23
N 3.5514 3.4319 -0.7517 0.0 0.0 0.0 0.20
C 2.6581 2.4180 -0.5848 -0.1 0.0 0.0 -0.17
C 3.2913 1.1946 -0.5047 0.1 -0.1 0.0 -0.12
N 4.6271 1.4876 -0.6258 -0.1 0.1 0.0 0.19
C 2.5914 -0.0398 -0.3622 0.0 0.1 0.0 -0.05
C 3.1508 -1.3268 -0.3285 0.0 0.0 0.0 0.04
C 2.3288 -2.4205 -0.2053 -0.1 0.0 0.0 0.00
C 0.9459 -2.2347 -0.1284 0.1 0.0 0.0 -0.09
N 0.3995 -1.0322 -0.1704 -0.1 -0.2 -0.2 0.04
C 1.1919 0.0558 -0.2622 0.0 0.1 0.1 -0.12
C 0.5192 1.3313 -0.2893 0.1 -0.2 0.0 -0.12
N -0.8291 1.2988 -0.1661 0.1 0.0 0.0 0.04
C -1.4978 2.4163 -0.4023 0.0 0.1 0.0 -0.11
C -0.8694 3.6389 -0.6530 -0.1 0.0 0.0 0.00
C 0.5016 3.6997 -0.6729 0.1 0.0 0.0 0.05
C 1.2315 2.5135 -0.5096 0.0 0.0 0.0 -0.05
H 10.8010 7.0785 -1.4945 0.0 0.0 0.0 0.10
H 9.4566 7.2295 -0.3401 0.0 0.0 0.0 0.10
H 9.1458 7.3134 -2.1000 0.0 0.0 0.0 0.10
H 7.2762 6.6705 -0.9127 0.0 0.0 0.0 0.11
H 5.1539 5.4654 -0.6677 0.0 0.0 0.0 0.12
H 7.2050 1.7401 -1.2381 0.0 0.0 0.0 0.11
H 9.3202 2.9453 -1.4768 0.0 0.0 0.0 0.13
H 5.4006 0.8488 -0.5776 0.0 0.0 0.0 0.15
H 4.2225 -1.4611 -0.3984 0.0 0.0 0.0 0.13
H 2.7312 -3.4226 -0.1799 0.0 0.0 0.0 0.12
H 0.2695 -3.0717 -0.0376 0.0 0.0 0.0 0.11
H -2.5763 2.3464 -0.3940 0.0 0.0 0.0 0.11
H -1.4735 4.5187 -0.8198 0.0 0.0 0.0 0.12
H 1.0313 4.6279 -0.8404 0.0 0.0 0.0 0.14
C 0.2716 -1.7959 3.9739 -0.1 0.0 0.0 0.03
C -0.6280 -1.9446 2.7845 0.1 0.0 -0.1 -0.33
O -0.7795 -0.9104 2.0862 0.0 0.2 0.1 -0.08
C -1.2897 -3.1851 2.4917 0.0 0.0 0.1 -0.11
C -1.1960 -4.2554 3.4156 0.0 -0.1 -0.1 0.00
C -1.9074 -5.4115 3.2440 0.1 0.1 0.0 -0.05
C -2.7355 -5.5347 2.1190 0.0 -0.1 0.0 -0.03
C -2.8383 -4.5270 1.1913 0.1 0.0 0.1 0.00
C -2.1201 -3.3262 1.3485 0.0 0.0 -0.1 -0.33
O -2.2576 -2.4072 0.4181 0.1 0.0 0.1 -0.19
H 0.7327 -0.8129 3.9532 0.0 0.0 0.0 0.10
H 1.0421 -2.5667 3.9761 0.0 0.0 0.0 0.11
H -0.2989 -1.9032 4.8986 0.0 0.0 0.0 0.11
H -0.5598 -4.1522 4.2829 0.0 0.0 0.0 0.12
H -1.8380 -6.2141 3.9629 0.0 0.0 0.0 0.12
H -3.3076 -6.4429 1.9770 0.0 0.0 0.0 0.12
H -3.4789 -4.6306 0.3255 0.0 0.0 0.0 0.12
C -4.1759 -2.2744 -2.1845 -0.1 0.0 0.0 -0.21
S -3.1750 -0.8663 -2.6117 0.2 0.0 0.0 0.97
C -4.4514 0.2532 -3.1426 -0.1 0.0 0.1 -0.21
O -2.7294 -0.2452 -1.2801 0.1 0.0 -0.1 -0.61
H -4.4346 -2.7925 -3.1078 0.0 0.0 0.0 0.08
H -5.0710 -1.9582 -1.6508 0.0 0.0 0.0 0.07
H -3.5505 -2.9034 -1.5569 0.0 0.0 0.0 0.02
H -4.9423 -0.1871 -4.0102 0.0 0.0 0.0 0.08
H -3.9757 1.1882 -3.4295 0.0 0.0 0.0 0.07
H -5.1609 0.4096 -2.3318 0.0 0.0 0.0 0.06
Cl 0.6069 -2.3021 -6.0092 0.0 0.0 0.0 0.72
C -0.0784 -3.0413 -4.6104 0.0 0.0 0.0 -0.65
C -0.3679 -4.3960 -4.5863 0.0 0.0 0.0 -0.06
C -0.9080 -4.9221 -3.4243 0.0 0.0 0.0 -0.03
C -1.1408 -4.0756 -2.3513 0.0 0.0 0.0 -0.14
N -0.8759 -2.7690 -2.3769 -0.1 -0.1 -0.2 0.03
C -0.3474 -2.2690 -3.4905 0.1 0.0 0.0 -0.19
H -0.1703 -5.0144 -5.4510 0.0 0.0 0.0 0.12
H -1.1412 -5.9749 -3.3513 0.0 0.0 0.0 0.12
H -1.5560 -4.4601 -1.4250 0.0 0.0 0.0 0.10
H -0.1226 -1.2077 -3.5043 0.0 0.0 0.0 0.11
C -3.8108 -0.9324 2.5701 -0.1 -0.1 -0.1 -0.11
C -4.9107 -0.3536 3.4982 0.0 0.0 0.0 -0.12
N -5.2798 0.9893 3.0769 0.0 0.0 0.0 -0.15
C -5.7051 0.9435 1.6877 0.0 0.0 0.0 -0.13
C -4.5463 0.4662 0.7773 0.0 0.0 0.0 -0.13
N -3.3549 0.0983 1.5924 0.1 0.1 -0.2 -0.17
C -2.9280 1.2914 2.3857 0.0 -0.1 0.1 -0.12
C -4.1186 1.8568 3.2004 0.0 0.0 0.0 -0.13
H -4.1814 -1.7835 1.9991 0.0 0.0 0.0 0.13
H -2.9543 -1.2582 3.1512 0.0 0.0 0.0 0.11
H -4.5609 -0.3069 4.5298 0.0 0.0 0.0 0.13
H -5.7984 -0.9861 3.4781 0.0 0.0 0.0 0.13
H -6.0467 1.9351 1.3894 0.0 0.0 0.0 0.13
H -6.5564 0.2652 1.6159 0.0 0.0 0.0 0.13
H -4.2499 1.2402 0.0724 0.0 0.0 0.0 0.10
H -4.8244 -0.4163 0.2024 0.0 0.0 0.0 0.11
H -2.5324 2.0435 1.7119 0.0 0.0 0.0 0.09
H -2.1134 0.9684 3.0333 0.0 0.0 0.0 0.12
H -4.3913 2.8529 2.8500 0.0 0.0 0.0 0.13
H -3.8557 1.9393 4.2549 0.0 0.0 0.0 0.13
```
Forces are in eV/Å.

Output
**2S+1**: 4
**Total charge**: +2
**HOMO-LUMO gap (alpha / beta)**: 6.263 / 5.916 eV

2.
This record from the OMol25 dataset describes 6 unconnected molecules or ions with the total composition C41H43IN3O11PS. The level of theory is ωB97M-V/def2-TZVPD.

XYZ file:
```
101
Properties=species:S:1:pos:R:3:forces:R:3:lowdin_charge:R:1
C 8.8997 2.3038 4.1998 1.2 0.7 -1.7 -0.19
N 8.3739 0.9275 3.8593 -1.0 0.8 0.9 -0.21
C 6.9026 0.7622 4.1652 0.7 -0.7 1.0 -0.45
P 5.7346 1.4863 2.8012 0.3 0.6 1.9 0.76
C 4.2764 1.1196 3.9751 -0.9 -0.9 0.9 -0.33
C 3.0304 0.2892 3.3091 -0.1 -0.3 1.0 -0.24
C 2.0175 -0.1675 4.5200 -0.2 -1.0 -0.7 -0.26
C 0.7401 0.8297 4.7669 -0.1 -1.4 -0.9 -0.47
S 1.1648 2.5044 5.4909 0.6 1.1 -1.3 0.84
C 1.5805 3.6749 4.0682 -1.3 0.6 -4.3 -0.45
N 0.7995 3.6826 2.7595 5.4 2.2 4.5 -0.02
N 1.4326 4.6490 1.9483 4.3 1.2 4.7 -0.04
C 2.5876 5.2650 2.7202 -3.9 -3.0 -0.9 -0.06
O 2.6920 4.6692 4.0678 -3.6 -1.5 -3.8 -0.10
C 4.6488 2.3438 1.4863 -0.6 1.5 -2.2 -0.44
C 4.5581 1.5731 0.0425 -2.5 0.1 0.6 -0.76
C 4.2072 -0.0259 0.1259 -0.4 -0.2 -0.5 -0.20
I 6.3294 1.9956 -1.2485 -0.9 -0.3 1.1 0.79
H 10.0398 2.2265 4.5420 -2.6 0.2 -0.4 0.09
H 8.9179 2.9263 3.1888 0.0 -0.8 2.2 0.08
H 8.2546 2.9084 4.9673 1.2 -1.5 -1.4 0.09
H 8.6330 0.6136 2.8990 -0.5 0.6 1.1 0.09
H 6.6453 1.3700 5.1498 0.7 -1.3 -1.8 0.09
H 6.6914 -0.3922 4.3712 0.3 2.2 -0.4 0.10
H 6.4231 2.7683 3.0026 -0.3 -0.8 -0.2 0.04
H 6.3465 0.5801 1.8649 -0.3 0.3 -0.1 0.02
H 3.9604 2.1299 4.4737 0.4 -1.8 -1.1 0.08
H 4.6969 0.4371 4.8584 -1.0 1.5 -1.9 0.09
H 2.4045 0.8775 2.5144 1.4 -1.1 1.4 0.10
H 3.4713 -0.7024 2.8228 -1.0 2.2 1.0 0.12
H 1.5584 -1.2169 4.1849 0.7 2.3 0.8 0.12
H 2.6446 -0.4091 5.4964 -1.5 0.8 -1.9 0.12
H 0.1292 1.0121 3.7746 1.3 -0.5 2.0 0.09
H 0.0278 0.2841 5.5520 1.5 1.6 -1.5 0.10
H 3.3407 6.0962 2.3187 -1.9 -2.2 1.3 0.15
H 5.1606 3.3989 1.2669 -1.1 -2.2 0.4 0.07
H 3.5516 2.6037 1.8409 2.1 -0.7 -0.7 0.07
H 3.6510 2.0799 -0.5457 2.2 -1.1 1.1 0.09
H 4.7615 -0.6170 0.9698 -0.8 1.3 -1.7 0.05
H 4.4685 -0.5070 -0.9199 -0.6 0.9 2.2 0.07
H 3.0429 -0.1701 0.3367 2.5 0.5 -0.6 0.07
C -0.9208 1.2454 0.3716 -0.2 0.4 0.1 0.02
C -2.1602 1.7435 0.3263 0.4 0.1 0.1 0.03
C -3.3030 0.9158 -0.1074 -0.6 0.2 0.0 -0.38
O -4.4375 1.3715 -0.1511 0.5 -0.3 0.0 0.09
C -3.0236 -0.4833 -0.4872 0.2 -0.3 -0.1 0.00
C -1.7842 -0.9814 -0.4418 -0.4 0.0 -0.1 0.03
C -0.6413 -0.1537 -0.0082 0.5 -0.3 0.0 -0.38
O 0.4931 -0.6094 0.0356 -0.5 0.3 0.0 0.08
H -0.0713 1.8391 0.6867 0.0 0.0 0.0 0.10
H -2.3816 2.7675 0.6024 0.0 0.0 0.0 0.12
H -3.8730 -1.0769 -0.8022 0.1 0.0 0.0 0.09
H -1.5628 -2.0054 -0.7179 0.0 0.0 0.0 0.13
C -3.7916 -2.5353 -5.2642 0.0 0.0 -0.5 0.02
C -3.7978 -1.9117 -6.4463 0.0 -0.4 0.3 0.02
C -4.0450 -0.4597 -6.5451 0.0 0.5 -0.9 -0.38
O -4.0527 0.1116 -7.6268 0.0 -0.4 0.8 0.10
C -4.2833 0.2763 -5.2876 0.0 0.0 0.5 0.03
C -4.2772 -0.3474 -4.1055 0.0 0.4 -0.2 0.03
C -4.0300 -1.7994 -4.0067 0.0 -0.3 0.7 -0.37
O -4.0222 -2.3707 -2.9250 0.0 0.3 -0.6 0.09
H -3.6127 -3.5998 -5.1742 0.0 0.0 0.0 0.12
H -3.6239 -2.4373 -7.3776 0.0 0.1 0.0 0.12
H -4.4623 1.3408 -5.3776 0.0 0.0 0.0 0.13
H -4.4511 0.1783 -3.1742 0.0 0.0 0.0 0.12
C -7.1514 -3.6375 3.1133 0.4 -0.2 0.1 0.02
C -5.8631 -3.6074 2.7588 -0.4 -0.2 0.3 0.02
C -5.3792 -2.6916 1.7070 0.7 0.1 -0.3 -0.37
O -4.2005 -2.6648 1.3804 -0.7 -0.1 0.3 0.10
C -6.3732 -1.8096 1.0637 -0.4 0.1 0.0 0.04
C -7.6615 -1.8397 1.4183 0.3 0.3 -0.1 0.02
C -8.1454 -2.7555 2.4701 -0.7 0.1 0.1 -0.37
O -9.3240 -2.7823 2.7966 0.6 0.0 -0.2 0.09
H -7.5230 -4.3037 3.8823 0.0 0.0 0.0 0.12
H -5.1215 -4.2475 3.2217 0.0 0.0 0.0 0.12
H -6.0016 -1.1434 0.2947 0.0 0.0 0.0 0.11
H -8.4030 -1.1996 0.9554 0.1 -0.1 0.1 0.10
C -12.0198 -3.7270 -0.2725 0.2 0.4 0.2 0.03
C -11.1420 -2.7335 -0.1027 -0.4 -0.2 0.2 0.02
C -10.0808 -2.4711 -1.0948 0.4 0.5 0.1 -0.37
O -9.2757 -1.5633 -0.9393 -0.6 -0.5 -0.4 0.08
C -10.0282 -3.3475 -2.2818 -0.1 -0.4 -0.2 0.03
C -10.9060 -4.3410 -2.4515 0.4 0.3 -0.2 0.02
C -11.9672 -4.6034 -1.4594 -0.7 -0.7 -0.1 -0.38
O -12.7723 -5.5112 -1.6150 0.6 0.6 0.1 0.10
H -12.8038 -3.9335 0.4459 0.0 0.0 0.0 0.13
H -11.1678 -2.0815 0.7622 0.1 0.0 0.0 0.12
H -9.2442 -3.1410 -3.0001 0.0 0.0 0.0 0.12
H -10.8803 -4.9930 -3.3164 0.0 0.0 0.0 0.12
C 7.5514 1.0164 -5.6409 -0.1 0.2 0.4 0.03
C 7.9819 1.6771 -4.5618 -0.3 -0.2 -0.3 -0.01
C 9.3591 2.2029 -4.4845 0.3 0.4 0.7 -0.38
O 9.7547 2.8060 -3.4964 -0.3 -0.4 -0.6 0.09
C 10.2411 1.9720 -5.6459 0.1 -0.2 -0.4 0.02
C 9.8105 1.3114 -6.7250 0.4 0.2 0.2 0.02
C 8.4333 0.7855 -6.8023 -0.3 -0.5 -0.7 -0.38
O 8.0377 0.1824 -7.7904 0.3 0.4 0.6 0.10
H 6.5446 0.6236 -5.7136 0.0 0.0 0.0 0.12
H 7.3470 1.8552 -3.7022 0.1 0.0 -0.2 -0.03
H 11.2479 2.3649 -5.5732 0.0 0.0 0.0 0.12
H 10.4454 1.1332 -7.5846 -0.1 0.0 0.0 0.12
```
Forces are in eV/Å.

Output
**Total charge**: 0
**HOMO-LUMO gap**: 5.542 eV
**Structure (SMILES)**: CNC[PH2](CCCCSc1nnco1)C[C@H](C)I.O=C1C=CC(=O)C=C1.O=C1C=CC(=O)C=C1.O=C1C=CC(=O)C=C1.O=C1C=CC(=O)C=C1.O=C1C=CC(=O)C=C1
**Energy relative to the best compared isomer or geometry (same formula, charge and spin)**: 717.08 kJ/mol

3.
This record from the OMol25 dataset describes a molecular structure, C41H44AsBeClIO2Sb. The level of theory is ωB97M-V/def2-TZVPD.

XYZ file:
```
92
Properties=species:S:1:pos:R:3:forces:R:3:nbo_charge:R:1
Be -1.3773 0.1516 0.4525 0.1 0.3 -0.2 1.51
I -0.2132 7.7841 -3.2156 0.0 0.0 0.0 0.14
C -0.7982 5.9108 -2.5041 0.0 0.0 0.0 -0.14
C -0.0441 5.2909 -1.5190 0.0 0.0 0.0 -0.27
C -0.4328 4.0427 -1.0570 0.0 0.0 0.0 -0.11
C -1.5584 3.4180 -1.5793 0.0 0.0 -0.1 -0.19
C -2.2988 4.0508 -2.5700 0.0 0.0 0.0 -0.15
C -1.9285 5.3030 -3.0323 0.0 0.0 0.0 -0.26
C -1.9500 2.0317 -1.1486 0.2 0.2 0.0 0.79
O -2.7759 1.3873 -1.7590 -0.3 -0.1 -0.2 -0.64
O -1.2873 1.6028 -0.1084 0.1 -0.1 0.2 -0.99
H 0.8370 5.7723 -1.1197 0.0 0.0 0.0 0.22
H 0.1441 3.5372 -0.2947 0.0 0.0 0.0 0.22
H -3.1604 3.5405 -2.9784 0.0 0.0 0.0 0.24
H -2.5082 5.7984 -3.7983 0.0 0.0 0.0 0.23
C 1.3666 1.8645 4.9090 0.0 0.1 0.0 -0.63
C 1.0825 1.9506 3.4127 -0.1 0.0 0.0 -0.50
C 2.3488 2.2507 2.6199 0.0 0.0 0.0 -0.63
Sb 0.0655 0.2336 2.5754 0.0 -0.2 0.0 0.98
C 1.5748 -1.3149 2.5983 0.0 0.0 0.0 -0.52
C 0.9222 -2.6371 2.2074 0.0 0.0 0.0 -0.62
C 2.4244 -1.4582 3.8541 0.0 0.0 0.0 -0.62
C -1.3775 -0.2332 4.1087 0.1 0.0 0.0 -0.52
C -2.1749 1.0362 4.3997 0.0 0.0 0.0 -0.63
C -0.8785 -0.9320 5.3652 0.0 0.0 0.0 -0.62
H 1.9317 2.7490 5.2186 0.0 0.0 0.0 0.21
H 1.9636 0.9936 5.1697 0.1 -0.1 0.0 0.21
H 0.4583 1.8355 5.5054 -0.1 0.0 0.0 0.21
H 0.3724 2.7644 3.2371 0.0 0.0 0.0 0.22
H 3.0755 1.4377 2.6896 0.0 0.0 0.0 0.20
H 2.8307 3.1494 3.0143 0.0 0.0 0.0 0.21
H 2.1359 2.4245 1.5661 0.0 0.0 0.0 0.22
H 2.2267 -0.9985 1.7761 0.0 -0.1 0.0 0.21
H 0.2528 -2.9976 2.9890 0.0 0.0 0.0 0.21
H 1.6883 -3.4005 2.0467 0.0 0.0 0.0 0.21
H 0.3357 -2.5603 1.2888 0.0 0.0 0.0 0.21
H 1.8191 -1.6478 4.7388 0.0 0.0 0.0 0.21
H 3.0327 -0.5759 4.0452 0.0 0.1 0.0 0.21
H 3.1071 -2.3053 3.7399 0.0 0.0 0.0 0.21
H -2.0333 -0.9228 3.5804 0.0 0.0 0.0 0.24
H -1.5775 1.8034 4.8917 0.0 0.0 0.0 0.20
H -3.0140 0.8055 5.0603 0.0 0.0 0.0 0.22
H -2.5885 1.4724 3.4877 0.0 0.0 0.0 0.22
H -0.1454 -0.3448 5.9157 0.0 0.1 0.0 0.20
H -0.4319 -1.8984 5.1332 0.0 0.0 0.0 0.21
H -1.7196 -1.1181 6.0391 0.0 0.0 0.0 0.21
Cl -2.5462 -3.3462 2.5563 0.0 0.0 0.0 -0.04
C -2.6037 -3.3841 0.8057 0.1 -0.1 0.1 -0.09
C -2.5267 -4.6332 0.2046 0.0 -0.1 0.0 -0.23
C -2.6337 -4.7474 -1.1698 -0.1 0.0 0.0 -0.25
C -2.8345 -3.5971 -1.9257 -0.1 0.0 0.1 -0.21
C -2.8941 -2.3644 -1.3038 -0.1 0.0 -0.1 -0.28
C -2.7671 -2.2048 0.0859 0.0 0.2 -0.1 0.10
C -2.8063 -0.8314 0.6441 -0.2 -0.1 0.2 -1.19
H -2.3975 -5.5087 0.8253 0.0 0.0 0.0 0.23
H -2.5829 -5.7205 -1.6390 0.0 0.0 0.0 0.22
H -2.9470 -3.6652 -3.0000 0.0 0.0 0.0 0.21
H -3.0668 -1.4647 -1.8866 0.0 0.0 0.1 0.24
H -3.1769 -0.8170 1.6732 0.0 -0.1 0.0 0.22
H -3.5119 -0.2535 0.0380 0.0 0.0 0.1 0.25
C 2.6046 -4.7137 -2.1765 0.0 0.0 0.0 -0.20
C 1.2883 -4.7393 -1.7377 0.0 0.0 0.0 -0.20
C 0.6207 -3.5510 -1.4810 -0.1 0.0 0.1 -0.22
C 1.2646 -2.3321 -1.6771 -0.1 0.0 0.1 -0.35
C 2.5845 -2.3064 -2.1102 0.0 0.0 -0.1 -0.15
C 3.2500 -3.4986 -2.3585 0.0 0.0 0.0 -0.23
As 0.2276 -0.7273 -1.3296 0.1 0.1 -0.1 0.86
C -0.3956 -0.2379 -3.1050 0.1 -0.1 0.1 -0.31
C -1.3596 -0.8686 -3.8711 0.0 0.0 -0.1 -0.20
C -1.7217 -0.3197 -5.0921 0.0 0.0 0.0 -0.20
C -1.1349 0.8605 -5.5309 0.0 0.0 0.0 -0.20
C -0.1551 1.4804 -4.7734 0.0 0.0 0.0 -0.21
C 0.2313 0.9240 -3.5598 0.0 0.0 0.0 0.01
C 1.3129 1.4317 -2.6913 0.0 0.0 -0.1 0.02
C 2.1286 2.5237 -2.9670 0.0 0.0 0.0 -0.22
C 3.1631 2.8475 -2.1031 0.0 0.0 0.0 -0.20
C 3.3939 2.0887 -0.9625 0.0 0.0 0.0 -0.21
C 2.5718 1.0071 -0.6727 0.0 0.0 0.0 -0.22
C 1.5350 0.6859 -1.5304 0.0 -0.1 0.0 -0.33
H 3.1285 -5.6395 -2.3725 0.0 0.0 0.0 0.21
H 0.7804 -5.6826 -1.5872 0.0 0.0 0.0 0.22
H -0.4063 -3.5780 -1.1193 0.2 0.0 -0.1 0.24
H 3.0962 -1.3639 -2.2659 0.0 0.0 0.0 0.21
H 4.2772 -3.4755 -2.6988 0.0 0.0 0.0 0.21
H -1.8255 -1.7828 -3.5294 0.1 0.1 -0.1 0.22
H -2.4743 -0.8061 -5.6983 0.0 0.0 0.0 0.21
H -1.4366 1.2942 -6.4738 0.0 0.0 0.0 0.21
H 0.3048 2.3917 -5.1301 0.0 0.0 0.0 0.21
H 1.9627 3.1210 -3.8536 0.0 0.0 0.0 0.22
H 3.7976 3.6960 -2.3226 0.0 0.0 0.0 0.22
H 4.2096 2.3420 -0.2983 0.0 0.0 0.0 0.22
H 2.7494 0.4190 0.2196 0.0 0.0 0.0 0.21
```
Forces are in eV/Å.

Output
**Total charge**: 0
**HOMO-LUMO gap**: 8.298 eV